ORCA calculation (ωB97M-V/def2-TZVPD) on a structure of composition C35H29Br2N2NiOP2.

LUMO energy (alpha / beta)   -0.118 / -0.138 Ha
Net charge   +1
Energy above the lowest of the compared OMol25 structures with the same formula, charge and spin   0.00 kcal/mol
Frontier orbital gap (alpha / beta)   0.25400 / 0.23575 Eh
Molar mass   774.079 g mol⁻¹
Multiplicity   1
Total energy   -241495.677 eV

Geometry (Å):
Ni (-0.420, -0.006, 0.625)
C (-3.375, -0.429, -1.135)
C (-2.433, -1.592, -1.144)
C (-2.802, -2.788, -1.797)
C (-1.952, -3.854, -1.817)
C (-0.707, -3.770, -1.155)
C (0.242, -4.823, -1.054)
Br (-0.085, -6.480, -1.893)
C (1.392, -4.651, -0.334)
C (1.657, -3.433, 0.316)
Br (3.232, -3.246, 1.325)
C (0.786, -2.366, 0.233)
O (0.994, -1.199, 0.807)
C (-0.411, -2.554, -0.521)
N (-1.264, -1.479, -0.544)
H (-4.404, -0.773, -1.038)
H (-3.302, 0.123, -2.074)
H (-3.155, 0.249, -0.312)
H (-3.768, -2.841, -2.278)
H (-2.227, -4.772, -2.318)
H (2.108, -5.456, -0.251)
C (0.007, 3.202, 2.999)
N (-0.987, 2.305, 2.375)
P (-0.876, 0.604, 2.677)
C (0.091, 0.285, 4.146)
C (1.287, -0.416, 4.000)
C (2.045, -0.708, 5.127)
C (1.615, -0.297, 6.378)
C (0.420, 0.401, 6.522)
C (-0.349, 0.688, 5.410)
C (-2.578, 0.086, 2.965)
C (-2.890, -1.257, 2.750)
C (-4.183, -1.706, 2.959)
C (-5.166, -0.817, 3.377)
C (-4.858, 0.519, 3.589)
C (-3.564, 0.974, 3.383)
P (-1.076, 2.212, 0.638)
C (-2.587, 3.082, 0.189)
C (-3.006, 3.035, -1.139)
C (-4.138, 3.730, -1.532)
C (-4.853, 4.472, -0.600)
C (-4.435, 4.523, 0.722)
C (-3.302, 3.829, 1.119)
C (0.279, 3.190, -0.034)
C (1.420, 2.532, -0.488)
C (2.487, 3.262, -0.993)
C (2.412, 4.645, -1.048)
C (1.272, 5.306, -0.602)
C (0.205, 4.583, -0.100)
H (-0.076, 3.124, 4.081)
H (-0.210, 4.230, 2.713)
H (1.032, 2.967, 2.705)
H (1.613, -0.734, 3.017)
H (2.969, -1.259, 5.021)
H (2.208, -0.527, 7.253)
H (0.088, 0.711, 7.504)
H (-1.293, 1.208, 5.523)
H (-2.124, -1.949, 2.418)
H (-4.426, -2.747, 2.796)
H (-6.177, -1.168, 3.536)
H (-5.626, 1.208, 3.913)
H (-3.321, 2.019, 3.532)
H (-2.442, 2.467, -1.870)
H (-4.462, 3.696, -2.563)
H (-5.738, 5.013, -0.907)
H (-4.991, 5.106, 1.444)
H (-2.974, 3.860, 2.150)
H (1.490, 1.450, -0.444)
H (3.371, 2.749, -1.346)
H (3.241, 5.213, -1.446)
H (1.216, 6.384, -0.654)
H (-0.691, 5.097, 0.227)

---

ORCA calculation (ωB97M-V/def2-TZVPD) on the ion C3H6O2S2 with charge -1 in a non-equilibrium geometry.

LUMO energy (alpha / beta)   0.114 / 0.110 Ha
Net charge   -1
Energy above the lowest of the compared OMol25 structures with the same formula, charge and spin   18.82 kcal/mol
Frontier orbital gap (alpha / beta)   0.11032 / 0.22748 Eh
⟨S²⟩   0.75
Molar mass   138.213 g mol⁻¹
Multiplicity   2
Total energy   -28973.026 eV

Geometry (Å):
C (0.707, 0.781, 0.232)
C (1.692, -0.353, 0.112)
O (2.579, -0.173, -0.875)
O (1.585, -1.408, 0.764)
C (-0.725, 0.369, 0.517)
S (-2.031, 0.765, -0.572)
S (-3.236, -0.955, -0.189)
H (1.012, 1.482, 1.056)
H (0.911, 1.496, -0.647)
H (2.909, -1.110, -0.907)
H (-1.051, 0.718, 1.560)
H (-0.715, -0.702, 0.496)
H (-3.639, -0.910, -1.548)

---

ORCA calculation (ωB97M-V/def2-TZVPD) on the ion C6H11N5O with charge +2 in a non-equilibrium geometry.

LUMO energy (alpha / beta)   -0.324 / -0.330 Ha
Net charge   +2
Energy above the lowest of the compared OMol25 structures with the same formula, charge and spin   202.48 kcal/mol
Frontier orbital gap (alpha / beta)   0.24859 / 0.25763 Eh
Molar mass   169.188 g mol⁻¹
Multiplicity   1
Total energy   -15871.716 eV

Geometry (Å):
C (0.322, 2.409, 3.272)
C (0.361, -0.464, -0.414)
C (0.783, 0.586, 0.334)
C (1.042, -0.693, -1.732)
C (-1.122, -2.289, -0.942)
C (-0.126, -2.758, -2.018)
N (0.962, 1.370, 2.553)
N (-0.568, 3.113, 2.625)
N (-0.614, -1.204, -0.165)
N (0.314, -1.579, -2.788)
N (-1.127, 4.070, 3.249)
O (0.678, 0.943, 1.460)
H (0.864, 2.719, 4.144)
H (1.264, 0.223, -2.240)
H (2.132, -1.062, -1.743)
H (-2.004, -1.833, -1.322)
H (-1.304, -3.121, -0.212)
H (0.793, -3.100, -1.654)
H (-0.615, -3.529, -2.666)
H (-0.507, -1.102, -3.243)
H (1.092, -1.688, -3.403)
H (-1.813, 4.531, 2.700)
H (-0.806, 4.457, 4.204)

---

ORCA calculation (ωB97M-V/def2-TZVPD) on a cluster of 2 separate species, C5H4N in total in a non-equilibrium geometry.

LUMO energy   -0.252 Ha
Net charge   +1
Energy above the lowest of the compared OMol25 structures with the same formula, charge and spin   101.56 kcal/mol
Frontier orbital gap   0.29170 Eh
Molar mass   78.094 g mol⁻¹
Multiplicity   1
Total energy   -6723.936 eV

Geometry (Å):
C (0.237, 0.045, 1.549)
C (-0.744, -0.710, 1.093)
C (0.350, 0.924, -1.205)
C (1.037, 0.851, 1.107)
C (0.297, -0.180, -1.796)
N (-1.571, -1.367, 0.637)
H (0.755, 1.755, -0.670)
H (-0.405, -0.342, -2.729)
H (1.896, 1.248, 1.762)
H (-1.853, -2.223, 0.252)

---

ORCA calculation (ωB97M-V/def2-TZVPD) on a structure of composition C7H12NS in a non-equilibrium geometry.

LUMO energy   -0.108 Ha
Net charge   +1
Energy above the lowest of the compared OMol25 structures with the same formula, charge and spin   50.83 kcal/mol
Frontier orbital gap   0.35492 Eh
Molar mass   142.247 g mol⁻¹
Multiplicity   1
Total energy   -19768.935 eV

Geometry (Å):
C (1.765, 0.123, 0.836)
C (2.268, -0.749, 1.670)
C (0.373, 0.952, -1.406)
C (-1.067, 0.767, 0.532)
C (0.558, -0.405, -0.692)
C (0.014, 1.693, -0.155)
C (-1.759, -1.464, -0.637)
N (-0.650, -0.622, 0.123)
S (1.493, 1.847, 0.865)
H (2.768, -0.332, 2.586)
H (2.326, -1.719, 1.317)
H (1.283, 1.448, -1.690)
H (-0.398, 0.951, -2.198)
H (-0.985, 0.814, 1.637)
H (-2.054, 1.046, 0.205)
H (0.823, -1.235, -1.147)
H (-0.378, 2.629, -0.314)
H (-2.040, -0.842, -1.415)
H (-1.224, -2.268, -1.026)
H (-2.544, -1.433, 0.074)
H (-0.570, -1.202, 0.834)

---

ORCA calculation (ωB97M-V/def2-TZVPD) on a cluster of 3 separate species, C4H13NO2 in total in a non-equilibrium geometry.

LUMO energy   0.022 Ha
Structure (SMILES)   CC(C)=CN.O.O
Energy above the lowest of the compared OMol25 structures with the same formula, charge and spin   27.50 kcal/mol
Frontier orbital gap   0.31758 Eh
Molar mass   107.153 g mol⁻¹
Multiplicity   1
Total energy   -9943.004 eV

Geometry (Å):
C (-0.495, -0.026, 2.315)
C (0.372, -0.845, 1.388)
C (0.677, -0.394, 0.160)
N (0.275, 0.894, -0.339)
C (1.044, -2.027, 2.024)
H (-0.977, 0.844, 1.876)
H (-1.314, -0.658, 2.670)
H (0.148, 0.276, 3.142)
H (1.559, -0.760, -0.358)
H (0.392, 1.541, 0.429)
H (0.941, 1.201, -1.034)
H (0.303, -2.798, 2.256)
H (1.702, -2.473, 1.274)
H (1.649, -1.822, 2.893)
H (-1.854, -0.118, -3.615)
H (-0.721, -0.122, -2.584)
O (-1.272, -0.681, -3.144)
H (-0.671, 2.025, -3.643)
H (-0.887, 3.450, -2.891)
O (-0.871, 2.494, -2.819)